Molecular formula: C33H47N4NaO6S2Si4Te
Method: DFT, the ωB97M-V functional and the def2-TZVPD basis

The calculation puts the highest occupied orbital energy at -1.150 eV. For the largest force on an atom, the calculation gives 0.024 hartree/bohr. Its total charge is -2. The calculation puts the total energy at -4341.05454 a.u.

Atoms and positions in Å:
C (-1.77624, -6.16354, -0.17796)
H (1.91464, 4.33266, -2.77546)
C (2.63562, 3.66633, -2.34467)
H (-5.95711, 0.30175, -0.11477)
C (-2.64845, 1.12156, -4.29034)
H (-3.94050, -1.45482, 1.39406)
C (3.94138, -1.73711, -1.82787)
C (-0.88757, 3.47812, -3.67124)
Si (-3.50520, 0.15639, -0.43569)
Te (1.55538, -1.73885, 1.86307)
H (-3.60923, 0.63819, -4.11222)
H (-0.83509, -0.17266, 7.11981)
H (-2.86312, -1.57255, -2.16278)
H (5.14477, 2.65870, -0.73452)
H (-2.94990, 4.97640, 1.39294)
H (-1.03970, 3.19701, 2.96134)
N (3.13342, -0.64154, -2.03799)
H (-0.69555, 4.35874, -3.05727)
H (6.51260, -0.34796, 2.73128)
H (3.92366, 2.90533, 1.68184)
H (-3.92680, 3.89851, -3.96659)
H (-4.67539, 3.07536, -2.58778)
S (-1.38217, -3.60760, 0.50500)
Si (-1.61736, 3.06417, 0.54606)
H (4.62635, -1.90947, 2.48848)
H (-0.88509, 1.52771, 2.38828)
C (-0.94503, -5.08333, -0.45891)
C (4.47712, -0.85454, 2.29458)
Si (-2.26100, 2.39752, -2.94201)
H (1.18608, 1.01238, 3.55414)
C (-5.19567, 1.02852, -0.41180)
O (-0.95427, -2.45320, -0.26828)
C (4.09452, 1.84864, 1.84745)
Si (-1.55085, 1.33983, -0.99862)
C (3.82859, 0.38439, -1.61124)
H (3.63100, -2.72989, -2.08975)
H (6.16284, 2.08425, 2.38926)
C (-1.48939, 2.42761, 2.32605)
C (0.21910, -6.49367, -2.02298)
C (-0.61983, -7.55733, -1.73431)
C (-1.62225, -7.39104, -0.79951)
H (-0.87386, -2.51907, 6.31228)
H (0.03771, 2.91606, -3.76172)
H (-3.11243, 4.85741, -0.36698)
C (5.53965, 0.02587, 2.43290)
C (-0.40051, -1.74452, 5.72098)
H (0.82215, 3.61043, 0.29542)
H (-3.73817, 0.19114, 2.03876)
C (-3.76543, 3.55669, -2.93794)
H (-4.49820, -0.95842, -2.42794)
H (1.01865, -6.60128, -2.73881)
N (4.33484, 2.78054, -1.31245)
O (0.56962, -3.01785, -2.67393)
C (0.17732, -2.07657, 4.50519)
H (5.64347, 0.56762, -0.52286)
C (3.77350, 3.98509, -1.66827)
H (5.93366, -1.92998, -0.85318)
C (3.50053, 1.80346, -1.77275)
H (-2.68488, 1.60683, -5.27026)
C (-0.38014, -0.43188, 6.17087)
C (0.76841, 0.22198, 4.16021)
N (5.03530, 0.00824, -1.09631)
H (-0.14598, 4.77597, -0.58193)
H (-2.46545, 2.17621, 2.73836)
C (0.20493, 0.54853, 5.38624)
C (3.04754, 0.95624, 1.66032)
O (-2.81477, -3.73790, 0.65630)
C (5.09860, -1.36263, -1.21854)
C (5.34684, 1.38775, 2.22990)
H (-5.21879, 1.85257, 0.29950)
O (-0.63130, -3.72988, 1.74987)
H (-0.48201, -8.50656, -2.23978)
Na (0.51989, -1.40430, -1.25718)
H (-2.29247, -8.20617, -0.55304)
C (0.07751, -5.25672, -1.39802)
C (-0.09813, 4.19034, 0.33543)
H (2.09088, 1.32390, 1.30430)
H (-1.19501, 3.81889, -4.66592)
C (-3.07433, 4.27985, 0.55513)
H (4.21649, 4.92366, -1.39311)
C (0.77199, -1.09302, 3.71817)
H (0.20202, 1.58307, 5.70762)
H (-3.59898, 4.43152, -2.31178)
S (1.29469, -4.02776, -1.90630)
C (3.21300, -0.39861, 1.92633)
H (-0.04105, 4.88333, 1.18205)
C (-3.35558, -0.53739, 1.31832)
O (1.83571, -3.47563, -0.66463)
H (-2.57217, -6.01610, 0.53624)
H (-4.16260, -2.13228, -1.13396)
O (2.27344, -4.76375, -2.68924)
H (-2.33487, -0.78459, 1.60032)
H (-4.03418, 3.77946, 0.66183)
H (-5.47260, 1.42211, -1.38812)
N (2.47713, 2.30500, -2.41432)
H (-1.89642, 0.33316, -4.32267)
C (-3.77627, -1.26153, -1.66331)
H (0.13683, -3.09952, 4.15334)